[1]
This record from OMol25 describes C24H25HfN7O3S as an isolated structure. The level of theory is ωB97M-V/def2-TZVPD.

Structure (ORCA input):
```
! RIJCOSX wB97M-V def2-TZVPD def2/J DEFGRID3
* xyz 0 1
Hf -1.04057 -0.00210 0.36976
C -0.35526 1.15014 4.78606
C -0.94607 0.73415 3.48286
N -0.60311 1.18876 2.34241
N 0.34639 2.16990 2.22721
C 0.01008 2.94795 1.21318
N 0.87014 3.94370 0.91061
S -1.42565 2.77590 0.26127
C -2.10958 -0.18766 3.42699
C -2.61795 -0.80507 4.56126
C -3.80459 -1.51301 4.44711
C -4.43616 -1.58589 3.21617
C -3.82309 -0.99594 2.12189
N -2.68269 -0.32072 2.22264
H 0.27974 2.01900 4.63952
H -1.12960 1.37933 5.51828
H 0.25733 0.33976 5.19034
H 1.63571 4.12437 1.53724
H 0.60441 4.63269 0.23276
H -2.10658 -0.72164 5.50816
H -4.23721 -1.99404 5.31460
H -5.37717 -2.10259 3.09334
H -4.23480 -1.05979 1.12300
N -1.95896 -2.82326 0.49359
N -2.02243 -2.74824 -0.90908
C -2.73361 -1.66079 -1.46038
O -3.22867 -1.74678 -2.55491
O -2.72304 -0.60093 -0.68152
H -1.04621 -3.12843 0.80699
H -2.70526 -3.40245 0.85983
H -2.18686 -3.60800 -1.41568
N -0.11509 0.56762 -1.41572
C 0.83011 0.39363 -2.24370
C 0.96649 1.22018 -3.47649
C 1.64286 0.76833 -4.60397
C 1.72567 1.56882 -5.73575
C 1.14110 2.82514 -5.74132
C 0.45921 3.27949 -4.61759
C 0.36588 2.47959 -3.49257
C 1.86055 -0.64233 -1.89890
C 3.18388 -0.63077 -2.11526
C 4.04334 -1.60390 -1.43497
C 3.59530 -2.43461 -0.48075
C 2.17942 -2.43922 -0.04910
C 1.30410 -1.56620 -0.91571
H 2.08520 -0.21921 -4.60691
H 2.24233 1.20685 -6.61550
H 1.20923 3.44956 -6.62326
H -0.00493 4.25753 -4.62633
H -0.17539 2.79919 -2.61024
H 3.64190 0.11533 -2.75260
H 5.08666 -1.64696 -1.72222
H 4.27187 -3.16153 -0.04699
H 1.76369 -3.38629 0.27501
H 0.31692 -1.95211 -1.14619
C 2.36487 -0.01916 0.92346
C 1.50977 -1.19131 0.52073
O 0.30581 -1.29372 1.24785
H 3.41968 -0.19281 0.71813
H 2.23798 0.14888 1.99241
H 2.07292 0.90168 0.40890
*
```

ΔE to the lowest compared entry with this formula, charge and spin	132.7	kJ/mol
total energy	-1984.87996	Ha
HOMO	-7.6	eV
gap between HOMO and LUMO	7.05	eV
LUMO level	-0.549	eV

[2]
This record from OMol25 describes one molecule with the formula C24H25N2O4P. The level of theory is ωB97M-V/def2-TZVPD.

Structure (ORCA input):
```
! RIJCOSX wB97M-V def2-TZVPD def2/J DEFGRID3
* xyz 0 1
C 1.33731 2.53842 -3.26991
C -0.07586 2.66328 -2.72684
O -0.11003 3.12175 -1.38081
P 0.53788 2.34391 -0.15152
O 0.01006 2.87330 1.10280
O 2.15882 2.50622 -0.26456
C 2.76816 3.53341 0.50801
C 3.28949 2.98964 1.82893
C 0.37492 0.59260 -0.46194
N -0.76489 0.04997 -0.97998
C -0.65881 -1.23681 -0.83774
C -1.57638 -2.28440 -1.22222
C -1.16574 -3.59450 -1.05446
C -1.98804 -4.66535 -1.40843
C -3.22726 -4.43301 -1.93807
C -3.69246 -3.11507 -2.12452
C -4.97259 -2.87076 -2.66602
C -5.42987 -1.59557 -2.83968
C -4.62348 -0.50926 -2.47197
C -3.37609 -0.71082 -1.94648
C -2.86978 -2.01321 -1.76223
O 0.52300 -1.59312 -0.23292
C 1.16221 -0.43279 0.00525
N 2.42969 -0.42172 0.49073
C 2.78818 -1.28265 1.61082
C 2.54883 -0.57678 2.92222
C 1.27370 -0.12518 3.24364
C 1.05551 0.59190 4.40542
C 2.10965 0.85976 5.26289
C 3.38087 0.40763 4.95397
C 3.60023 -0.30144 3.78572
H 1.88533 1.78413 -2.71000
H 1.86089 3.48715 -3.17765
H 1.30277 2.25094 -4.31784
H -0.64350 3.41172 -3.28803
H -0.59227 1.70068 -2.78922
H 3.58457 3.93161 -0.10261
H 2.03926 4.32503 0.70064
H 3.75034 3.79174 2.39878
H 4.03010 2.20969 1.66178
H 2.46250 2.57937 2.40368
H -0.18651 -3.79208 -0.64563
H -1.63309 -5.67499 -1.26321
H -3.86918 -5.25512 -2.22049
H -5.58561 -3.71820 -2.93883
H -6.41129 -1.41744 -3.25450
H -4.99584 0.49592 -2.60395
H -2.76066 0.12497 -1.65843
H 2.77418 0.52804 0.57566
H 2.18786 -2.19262 1.53693
H 3.84375 -1.54997 1.50799
H 0.44690 -0.32398 2.57698
H 0.06280 0.94689 4.63520
H 1.94051 1.42165 6.16916
H 4.20610 0.61351 5.61961
H 4.59566 -0.64610 3.54289
*
```

ΔE to the lowest compared entry with this formula, charge and spin	18.5	kJ/mol
SMILES	CCOP(=O)(OCC)c1nc(-c2cccc3ccccc23)oc1NCc1ccccc1
total energy	-1681.48652	Ha
HOMO	-7.6	eV
gap between HOMO and LUMO	7.70	eV
LUMO level	0.047	eV

[3]
This record from OMol25 describes C24H25N4O4RuS2 as an isolated structure. The level of theory is ωB97M-V/def2-TZVPD.

Structure (ORCA input):
```
! RIJCOSX wB97M-V def2-TZVPD def2/J DEFGRID3
* xyz 1 1
Ru -0.24025 0.94022 0.54721
C -1.88480 1.07848 3.40089
C -1.19682 1.92899 2.39105
N 0.15957 1.69581 2.19255
N 1.18274 2.41034 2.55062
C 2.25177 2.14056 1.78228
S 2.07314 1.08411 0.46904
S 3.77642 2.87417 2.09265
C 3.59968 3.46266 3.81589
C 3.66858 2.37149 4.84461
C 4.89074 1.76534 5.12396
C 4.97607 0.75554 6.06816
C 3.83716 0.34168 6.74648
C 2.61883 0.94878 6.48170
C 2.53394 1.95924 5.53360
C -1.73284 3.11897 1.82815
C -2.77151 3.85373 2.45292
C -3.16368 5.04386 1.91706
C -2.54984 5.52502 0.73464
C -1.57644 4.81777 0.08520
C -1.18504 3.57076 0.60222
O -0.36501 2.79531 -0.07422
H -1.74220 1.52425 4.38983
H -1.45060 0.07956 3.41791
H -2.95194 1.01731 3.19446
H 2.69259 4.05629 3.88731
H 4.45788 4.13201 3.89361
H 5.78452 2.08945 4.60254
H 5.93257 0.29729 6.28117
H 3.90262 -0.44430 7.48693
H 1.73369 0.64248 7.02435
H 1.58670 2.44778 5.34324
H -3.21607 3.48832 3.36963
H -3.93941 5.62574 2.39403
H -2.87545 6.47099 0.32204
H -1.13468 5.16162 -0.83945
C -5.70614 0.96478 1.88247
C -5.10663 -0.35572 1.41778
C -4.54724 -0.36213 -0.04242
C -5.64141 -0.07816 -1.07550
C -5.14072 -0.16151 -2.51292
C -4.03082 -1.78601 -0.21380
O -4.72251 -2.71923 -0.49875
N -2.66745 -2.00364 0.09353
C -1.81106 -0.99144 0.29044
O -0.58676 -1.15004 0.60049
N -2.16482 0.29563 0.15741
C -3.46555 0.71247 -0.11229
O -3.70546 1.87797 -0.29019
H -6.03497 0.86231 2.91705
H -6.57531 1.24208 1.28853
H -4.99324 1.78876 1.82517
H -5.86099 -1.14366 1.45701
H -4.30437 -0.65985 2.10029
H -6.03343 0.91799 -0.87852
H -6.44500 -0.79713 -0.91291
H -4.33987 0.55707 -2.69711
H -5.94608 0.06614 -3.20940
H -4.77783 -1.16227 -2.75323
H -2.32749 -2.95672 0.10582
*
```

ΔE to the lowest compared entry with this formula, charge and spin	90.3	kJ/mol
total energy	-2340.58417	Ha
HOMO (spin up / spin down)	-11.6 / -11.6	eV
gap between HOMO and LUMO (spin up / spin down)	6.02 / 6.02	eV
LUMO level (spin up / spin down)	-5.539 / -5.536	eV